No. 1
Here is a molecular structure, C53H41N5O5S3SbSe4Tc in a non-equilibrium geometry from the OMol25 dataset. Energies are from ωB97M-V/def2-TZVPD.

XYZ file:
```
113
C53H41N5O5S3SbSe4Tc (ωB97M-V/def2-TZVPD)
Tc 0.10 -2.37 0.90
N 0.09 -0.47 1.26
S 0.94 0.72 1.21
N 0.38 1.82 0.13
S -1.02 1.78 -0.50
N -2.02 0.63 -0.13
S -2.28 -0.54 0.90
N -1.72 -1.95 0.80
C -2.48 0.06 2.55
C -2.49 1.43 2.78
C -2.78 1.90 4.05
C -3.05 1.01 5.07
C -3.06 -0.36 4.83
C -2.78 -0.84 3.56
C -3.98 -0.88 0.43
C -4.38 -2.14 0.04
C -5.70 -2.37 -0.32
C -6.61 -1.33 -0.28
C -6.21 -0.06 0.11
C -4.89 0.16 0.47
C -1.07 2.00 -2.27
C -2.22 1.61 -2.93
C -2.35 1.93 -4.27
C -1.34 2.62 -4.92
C -0.19 2.99 -4.24
C -0.05 2.69 -2.90
C -1.76 3.34 -0.04
C -0.90 4.39 0.29
C -1.43 5.64 0.58
C -2.80 5.83 0.55
C -3.65 4.79 0.20
C -3.13 3.54 -0.11
C 2.66 0.76 0.66
C 3.68 1.04 1.55
C 4.96 1.24 1.06
C 5.22 1.16 -0.30
C 4.19 0.88 -1.18
C 2.90 0.68 -0.71
C 0.90 1.67 2.72
C 0.32 1.17 3.87
C 0.33 1.92 5.03
C 0.89 3.19 5.02
C 1.45 3.70 3.85
C 1.46 2.94 2.70
H -2.25 2.11 1.97
H -2.78 2.97 4.23
H -3.27 1.38 6.06
H -3.28 -1.05 5.63
H -2.80 -1.90 3.36
H -3.68 -2.96 0.01
H -6.01 -3.36 -0.62
H -7.64 -1.50 -0.56
H -6.92 0.75 0.14
H -4.57 1.14 0.80
H -2.98 1.06 -2.40
H -3.24 1.64 -4.81
H -1.44 2.86 -5.97
H 0.60 3.51 -4.75
H 0.84 2.95 -2.34
H 0.16 4.22 0.30
H -0.77 6.45 0.82
H -3.21 6.80 0.78
H -4.71 4.94 0.15
H -3.77 2.73 -0.41
H 3.48 1.10 2.61
H 5.76 1.47 1.75
H 6.22 1.32 -0.67
H 4.38 0.82 -2.24
H 2.08 0.49 -1.38
H -0.13 0.19 3.87
H -0.09 1.51 5.93
H 0.90 3.78 5.93
H 1.89 4.68 3.85
H 1.90 3.31 1.78
O 1.93 -0.95 3.85
C 1.83 -1.73 2.94
O 0.80 -2.47 2.66
C 2.98 -1.98 2.02
C 4.29 -1.84 2.48
C 5.31 -2.03 1.59
C 5.01 -2.36 0.26
C 6.01 -2.53 -0.72
C 5.69 -2.90 -1.99
C 4.35 -3.12 -2.35
C 3.35 -2.96 -1.43
C 3.65 -2.55 -0.12
N 2.66 -2.34 0.79
H 4.43 -1.59 3.52
H 6.34 -1.93 1.89
H 7.04 -2.35 -0.43
H 6.46 -3.03 -2.73
H 4.10 -3.43 -3.36
H 2.32 -3.14 -1.73
Se 0.26 -7.13 -2.51
Sb -0.21 -6.65 -0.25
Se -1.08 -4.30 0.17
Se 0.96 -4.50 0.66
Se -0.72 -8.12 1.53
O 0.45 -0.05 -4.56
C 0.32 -1.39 -4.61
C 0.32 -2.03 -5.84
C 0.21 -3.40 -5.92
C 0.10 -4.18 -4.77
C 0.10 -3.55 -3.55
C 0.21 -2.16 -3.43
C 0.24 -1.52 -2.12
O 0.19 -0.30 -1.92
O 0.34 -2.37 -1.14
H 0.40 0.23 -3.63
H 0.38 -1.42 -6.73
H 0.21 -3.88 -6.89
H 0.01 -5.26 -4.81
H -0.03 -4.15 -2.65
```

Values from the calculation:
**HOMO-LUMO gap**: 0.197 Eh
**Relative energy (zero: lowest compared OMol25 entry of this formula, charge and spin)**: 0.829 eV
**Net charge**: +2
**E_LUMO**: -7.13 eV
**Calculated total energy**: -375919.8777 eV
**Largest force on an atom**: 7.325 eV/Å

Löwdin population analysis, charges in e, atoms 1 to 99: 1.1907 -0.4401 0.9117 -0.3439 0.9654 -0.3415 0.8898 -0.5474 -0.3217 -0.0747 -0.0479 -0.0452 -0.0303 -0.0403 -0.2834 -0.0520 -0.0415 -0.0443 -0.0455 -0.0683 -0.3315 -0.0522 -0.0317 -0.0377 -0.0405 -0.0592 -0.3145 -0.0557 -0.0367 -0.0377 -0.0369 -0.0654 -0.2864 -0.0699 -0.0475 -0.0438 -0.0394 -0.0547 -0.3035 -0.0861 -0.0413 -0.0347 -0.0421 -0.0802 0.0884 0.1249 0.1213 0.1222 0.1257 0.0711 0.1188 0.1182 0.1167 0.0942 0.1130 0.1206 0.1213 0.1227 0.1209 0.0994 0.1194 0.1197 0.1194 0.1002 0.1248 0.1216 0.1196 0.1203 0.0933 0.1033 0.1222 0.1188 0.1165 0.1148 0.1211 -0.5846 -0.2294 -0.2182 0.0220 0.0370 -0.1394 -0.0120 -0.0421 -0.0268 -0.0116 -0.2034 0.0520 0.1366 0.1360 0.1243 0.1167 0.1198 0.0804 0.1765 0.0840 0.2837 0.3158 0.1391 0.0788

No. 2
Here is a molecular structure, C53H42ClCrF10N4O8PS2 in a non-equilibrium geometry from the OMol25 dataset. Energies are from ωB97M-V/def2-TZVPD.

XYZ file:
```
122
C53H42ClCrF10N4O8PS2 (ωB97M-V/def2-TZVPD)
Cr -0.24 -0.44 0.62
C -3.76 6.57 1.52
C -3.24 5.97 0.22
N -2.93 4.53 0.35
C -1.68 4.17 0.67
C -1.25 2.88 0.76
C 0.16 2.60 1.19
O 0.91 3.54 1.38
O 0.46 1.35 1.33
C -2.15 1.85 0.42
O -1.81 0.66 0.24
C -3.55 2.21 0.26
C -4.52 1.22 0.17
C -5.83 1.57 0.00
F -6.78 0.61 -0.01
C -6.23 2.91 -0.12
C -5.26 3.89 -0.01
C -3.92 3.56 0.20
N -7.57 3.28 -0.37
C -8.20 4.30 0.44
C -8.95 5.27 -0.50
N -9.24 4.52 -1.77
C -9.73 3.13 -1.46
C -8.54 2.33 -0.89
H -4.00 7.62 1.37
H -3.01 6.50 2.30
H -4.66 6.06 1.87
H -2.32 6.45 -0.08
H -3.94 6.09 -0.60
H -0.97 4.97 0.87
H -4.24 0.17 0.29
H -5.56 4.93 -0.10
H -7.47 4.85 1.02
H -8.91 3.85 1.15
H -8.36 6.14 -0.77
H -9.90 5.60 -0.09
H -8.36 4.42 -2.28
H -9.90 5.03 -2.36
H -10.12 2.69 -2.37
H -10.54 3.24 -0.75
H -8.08 1.73 -1.68
H -8.93 1.64 -0.13
C 2.44 -4.01 5.44
C 3.16 -3.66 4.16
C 4.49 -3.23 4.19
C 5.18 -2.99 3.01
Cl 6.86 -2.52 3.08
C 4.57 -3.15 1.78
C 3.26 -3.57 1.74
C 2.56 -3.81 2.91
O 1.30 -4.34 2.76
C 0.18 -3.57 3.12
C 0.11 -2.27 2.39
O -0.52 -1.31 2.87
O 0.68 -2.13 1.24
H 3.16 -4.27 6.21
H 1.77 -4.85 5.29
H 1.85 -3.17 5.81
H 4.99 -3.12 5.14
H 5.13 -2.98 0.87
H 2.75 -3.72 0.79
H 0.08 -3.36 4.18
H -0.69 -4.16 2.80
O -3.03 -1.80 1.35
S -2.52 -2.63 0.28
O -2.10 -3.96 0.59
N -1.32 -1.80 -0.55
C -1.78 -1.31 -1.73
S -0.91 -0.28 -2.67
C -3.16 -1.77 -2.04
C -3.94 -1.44 -3.14
C -5.24 -1.92 -3.19
C -5.76 -2.70 -2.15
C -4.98 -3.03 -1.05
C -3.68 -2.56 -1.03
H -3.52 -0.83 -3.92
H -5.86 -1.69 -4.04
H -6.78 -3.05 -2.21
H -5.37 -3.63 -0.24
F 5.36 -0.24 5.90
C 5.43 0.78 5.03
F 4.95 1.86 5.66
F 6.73 1.01 4.79
C 4.66 0.49 3.77
C 3.33 0.09 3.89
C 2.57 -0.12 2.75
C 3.13 0.04 1.49
C 4.46 0.45 1.38
C 5.22 0.67 2.52
P 2.10 -0.16 0.00
C 2.47 1.28 -1.05
C 2.88 2.50 -0.53
C 3.11 3.57 -1.37
C 2.92 3.43 -2.74
C 2.49 2.23 -3.27
C 2.26 1.15 -2.43
C 3.11 4.62 -3.64
F 3.97 5.51 -3.14
F 3.56 4.25 -4.85
F 1.94 5.27 -3.84
C 2.76 -1.57 -0.97
C 4.11 -1.64 -1.34
C 4.57 -2.71 -2.09
C 3.69 -3.70 -2.49
C 2.35 -3.63 -2.16
C 1.89 -2.56 -1.40
C 4.20 -4.85 -3.32
F 3.45 -5.95 -3.18
F 4.21 -4.54 -4.62
F 5.46 -5.19 -2.98
H 2.89 -0.04 4.87
H 1.53 -0.37 2.87
H 4.91 0.64 0.42
H 6.25 0.99 2.43
H 3.00 2.62 0.54
H 3.44 4.52 -0.96
H 2.34 2.13 -4.34
H 1.92 0.21 -2.85
H 4.80 -0.87 -1.05
H 5.62 -2.76 -2.36
H 1.67 -4.41 -2.47
H 0.84 -2.52 -1.13
```

Values from the calculation:
**2S+1**: 4
**HOMO-LUMO gap (spin up / spin down)**: 0.225 / 0.225 Eh
**Relative energy (zero: lowest compared OMol25 entry of this formula, charge and spin)**: 0.000 eV
**Net charge**: +1
**E_LUMO (spin up / spin down)**: -3.56 / -3.56 eV
**Calculated total energy**: -177060.1390 eV
**Largest force on an atom**: 1.166 eV/Å

Löwdin population analysis, charges in e, atoms 1 to 99: 0.8425 -0.0556 -0.1782 -0.0183 0.0632 -0.0007 -0.5488 0.0748 -0.1462 -0.2339 -0.0963 -0.0238 0.1214 -0.1781 0.0722 -0.1336 0.0554 -0.1061 -0.1028 -0.1174 -0.0674 0.0532 -0.0659 -0.1253 0.0843 0.0878 0.0683 0.1287 0.1140 0.1578 0.1337 0.1058 0.1272 0.1390 0.1353 0.1374 0.1843 0.1870 0.1386 0.1370 0.1372 0.1349 -0.0234 -0.1837 -0.0668 -0.6524 0.6857 -0.0958 0.0125 -0.2313 -0.0232 -0.0758 -0.5964 0.0225 -0.1494 0.0829 0.0875 0.0839 0.1150 0.0986 0.1144 0.1323 0.1426 -0.2739 0.6644 -0.2478 -0.2236 -0.8176 0.7679 -0.2287 -0.0219 -0.0625 -0.0634 -0.0232 -0.2210 0.1024 0.1053 0.1079 0.1274 0.1403 -0.5915 0.1472 0.1430 -0.1156 0.0198 -0.0431 -0.2934 -0.0671 -0.0036 1.1520 -0.3037 -0.0627 0.0146 -0.1142 0.0047 -0.0873 -0.5911 0.1446 0.1455